# C2H3Br2N3

An isolated molecule of C2H3Br2N3 (wB97M-V/def2-TZVPD, the OMol25 dataset).

Bonds (Å) are listed after each position.
Cartesian coordinates (Å):
1 N -0.946 -0.693 -0.103  C7 1.236, N9 1.345
2 H -2.810 -1.101 -0.476  C7 0.988
3 H 2.110 -0.511 -0.796  C10 1.177
4 H 1.628 -1.340 0.800  C10 1.088
5 N 1.368 0.890 0.765  Br6 1.728, N9 1.758, C10 1.465
6 Br 1.927 2.305 -0.054  N5 1.728
7 C -2.140 -0.410 -0.255  N1 1.236, H2 0.988, Br8 1.918
8 Br -2.827 1.338 0.130  C7 1.918
9 N 0.219 -0.025 -0.200  N1 1.345, N5 1.758, C10 1.380
10 C 1.471 -0.453 0.191  H3 1.177, H4 1.088, N5 1.465, N9 1.380

Results
SMILES: Br/C=N\N1CN1Br
Highest occupied orbital energy (alpha / beta) (eV): -8.95 / -8.96
Frontier orbital gap (alpha / beta) (eV): 8.55 / 8.55
ΔE to the lowest compared entry with this formula, charge and spin (eV): 6.4127
DFT total energy (eV): -146671.7765
Total charge: 0
LUMO (alpha / beta) (Ha): -0.015 / -0.015